ORCA calculation (the ωB97M-V functional and the def2-TZVPD basis) on a structure of composition C10H10N3S2 at a distorted geometry.

Output
Largest force on an atom in eV/Å: 4.5
LUMO level in eV: 2.9984
Frontier orbital gap in eV: 6.643
Net charge: -1
Energy relative to the best compared isomer or geometry (same formula, charge and spin) in kJ/mol: 360.6
Calculated total energy in a.u.: -1347.5911

The geometry in XYZ format:
```
25
Properties=species:S:1:pos:R:3:lowdin_charge:R:1
C 3.024 1.531 -0.366 -0.26
C 0.878 2.439 -0.066 -0.16
C 1.658 1.350 -0.006 -0.22
C 1.258 -0.068 0.242 -0.24
C -0.026 -0.395 0.521 -0.51
C -1.200 1.618 0.380 -0.27
C -2.996 0.214 0.916 -0.73
C 1.666 -2.435 0.558 -0.16
C -2.839 -0.093 -1.924 -0.33
C 2.438 -1.131 0.473 -0.19
N 4.151 1.631 -0.529 0.12
N -0.412 2.549 0.162 0.08
N -2.385 1.362 0.715 -0.04
S -1.305 -1.315 1.020 0.74
S -4.044 -0.319 -0.513 0.69
H 1.459 3.274 -0.346 0.09
H -3.488 0.076 1.922 0.07
H 1.131 -2.415 1.438 0.00
H 2.367 -3.230 0.761 0.05
H 0.866 -2.651 -0.284 0.12
H -3.587 0.329 -2.598 0.02
H -2.517 -1.114 -1.960 0.01
H -2.220 0.557 -1.451 -0.05
H 3.079 -1.016 -0.325 0.06
H 3.044 -0.746 1.260 0.10
```